# 1
Below is the molecule C6H10O, with properties calculated with the ωB97M-V functional and the def2-TZVPD basis.

Last column: Löwdin charge in e.
Cartesian coordinates (Å):
C1 2.4331 -0.0062 0.1790  -0.12
C2 0.9786 0.1769 0.5191  -0.19
C3 0.2137 1.2637 -0.0979  -0.24
C4 -1.2116 1.2330 -0.1479  -0.12
C5 -1.9018 0.0157 -0.1118  -0.13
C6 -1.3730 -1.1935 0.3025  -0.19
O1 -1.8379 -2.3819 -0.1778  0.00
H1 2.6163 -0.0264 -0.9020  0.07
H2 3.0608 0.7963 0.5982  0.07
H3 2.8033 -0.9547 0.5795  0.07
H4 0.6478 -0.2382 1.4605  0.09
H5 0.4017 0.4278 -0.8924  0.18
H6 0.7315 2.1964 -0.3444  0.13
H7 -1.7408 2.1310 -0.4537  0.10
H8 -2.8577 -0.0261 -0.6415  0.11
H9 -0.7933 -1.3571 1.1920  0.09
H10 -2.2363 -2.2239 -1.0435  0.10

As for the HOMO-LUMO gap (alpha / beta): 7.38 / 7.42 eV. The LUMO energy (alpha / beta) comes out at 0.472 / 0.705 eV. The energy above the lowest of the compared OMol25 structures with the same formula, charge and spin comes out at 423.68 kJ/mol.



# 2
Below is the molecule C6H10O, with properties calculated with the ωB97M-V functional and the def2-TZVPD basis.

Last column: Löwdin charge in e.
Cartesian coordinates (Å):
C1 1.1854 -0.5514 -0.7830  -0.21
C2 2.6082 -0.2476 -0.4423  0.05
C3 0.0223 -0.2025 1.4290  -0.08
C4 -1.2918 -0.6679 -0.4611  -0.08
C5 -0.1993 1.5872 -0.3580  -0.04
C6 -0.0872 0.0963 -0.0249  -0.60
O1 2.1315 -1.3104 0.0378  0.02
H1 0.9449 -0.9387 -1.7505  0.11
H2 -0.8774 0.0801 1.8921  0.07
H3 0.1494 -1.2893 1.5948  0.10
H4 0.8581 0.3211 1.9111  0.10
H5 -1.2313 -0.8944 -1.5665  0.10
H6 -2.1941 -0.2100 -0.1650  0.07
H7 -1.2956 -1.6933 -0.0930  0.09
H8 0.4833 2.2466 0.1630  0.07
H9 -1.2397 1.9940 0.0605  0.13
H10 0.0333 1.6802 -1.4439  0.09

As for the HOMO-LUMO gap: 10.23 eV. The LUMO energy comes out at 0.811 eV. The energy above the lowest of the compared OMol25 structures with the same formula, charge and spin comes out at 341.94 kJ/mol.



# 3
Below is the molecule C6H10O, with properties calculated with the ωB97M-V functional and the def2-TZVPD basis.

Last column: Löwdin charge in e.
Cartesian coordinates (Å):
C1 2.1556 0.4722 0.0742  -0.18
C2 1.2257 0.0440 -1.0621  -0.08
C3 0.5081 -0.7569 0.0429  -0.29
C4 -1.0051 -0.7421 0.1992  -0.23
C5 -1.6555 0.2477 1.1252  -0.11
C6 -1.8774 0.3580 -0.3516  -0.12
O1 1.2336 -0.0250 1.0564  -0.10
H1 3.1074 -0.0778 0.0881  0.11
H2 2.3597 1.5396 0.2096  0.11
H3 1.6616 -0.5062 -1.8994  0.11
H4 0.6147 0.8650 -1.4434  0.10
H5 0.8385 -1.8063 0.0541  0.14
H6 -1.4563 -1.7315 0.1973  0.13
H7 -0.9923 0.9642 1.5989  0.10
H8 -2.4704 -0.1046 1.7507  0.10
H9 -2.8465 0.0808 -0.7595  0.10
H10 -1.4013 1.1790 -0.8806  0.09

As for the HOMO-LUMO gap: 10.73 eV. The LUMO energy comes out at 1.196 eV. The SMILES is C1C[C@H](C2CC2)O1. The energy above the lowest of the compared OMol25 structures with the same formula, charge and spin comes out at 156.66 kJ/mol.



# 4
Below is the molecule C6H10O, with properties calculated with the ωB97M-V functional and the def2-TZVPD basis.

Last column: Löwdin charge in e.
Cartesian coordinates (Å):
C1 -1.7567 -0.7698 -0.8731  -0.05
C2 -0.4218 -0.2049 -0.5374  -0.26
C3 0.6131 -0.1807 -1.3644  -0.05
C4 1.6917 0.6435 -0.7966  -0.21
O1 1.0928 1.3844 0.2521  -0.09
C5 -0.1217 0.6765 0.6597  -0.31
C6 0.1597 -0.0181 1.9957  -0.03
H1 -2.0802 -1.5876 -0.2250  0.08
H2 -2.5002 0.0343 -0.8079  0.08
H3 -1.7363 -1.1244 -1.9085  0.08
H4 0.7784 -0.7393 -2.2753  0.12
H5 2.2452 1.2890 -1.4975  0.13
H6 2.3065 -0.2216 -0.4693  0.13
H7 -0.9689 1.3699 0.8245  0.15
H8 -0.7510 -0.4509 2.4229  0.08
H9 0.9020 -0.8153 1.8853  0.08
H10 0.5474 0.7150 2.7147  0.08

As for the HOMO-LUMO gap: 9.75 eV. The LUMO energy comes out at 0.999 eV. The SMILES is CC1=CCO[C@@H]1C. The energy above the lowest of the compared OMol25 structures with the same formula, charge and spin comes out at 72.72 kJ/mol.



# 5
Below is the molecule C6H10O, with properties calculated with the ωB97M-V functional and the def2-TZVPD basis.

Last column: Löwdin charge in e.
Cartesian coordinates (Å):
C1 -1.5743 -1.5202 0.0841  -0.09
C2 -1.1621 -0.1153 0.3957  -0.11
C3 -0.0252 0.5168 0.0632  -0.32
C4 0.2389 1.9571 0.3709  -0.05
C5 1.1877 -0.4497 0.2650  -0.07
C6 1.4103 -0.2369 -1.2231  -0.33
O1 2.3254 0.4141 -1.6985  0.02
H1 -2.6519 -1.5561 -0.0727  0.08
H2 -1.0858 -1.9135 -0.8048  0.07
H3 -1.3421 -2.1813 0.9215  0.08
H4 -1.9504 0.4940 0.8276  0.11
H5 0.5540 2.0986 1.4066  0.09
H6 1.0337 2.3213 -0.2801  0.08
H7 -0.6593 2.5484 0.2005  0.08
H8 1.9485 0.0252 0.8807  0.12
H9 0.9469 -1.4794 0.5100  0.10
H10 0.8060 -0.9232 -1.8466  0.13

As for the HOMO-LUMO gap: 9.23 eV. The LUMO energy comes out at 0.546 eV. The SMILES is C/C=C(/C)CC=O. The energy above the lowest of the compared OMol25 structures with the same formula, charge and spin comes out at 174.25 kJ/mol.



# 6
Below is a cluster of 2 separate species, C6H10O in total, with properties calculated with the ωB97M-V functional and the def2-TZVPD basis.

Last column: Löwdin charge in e.
Cartesian coordinates (Å):
O1 -1.6764 -2.8129 -0.6136  0.05
C1 -1.7106 -2.0500 0.3201  -0.26
C2 -1.0416 -0.6910 0.3373  -0.14
C3 -0.2395 -0.4826 -0.9406  -0.27
C4 0.7874 0.5511 -1.2267  -0.09
C5 1.2422 -0.6472 -1.0734  -0.01
H1 -2.2738 -2.3248 1.2395  0.12
H2 -1.8531 0.0499 0.4402  0.12
H3 -0.4578 -0.6124 1.2649  0.12
H4 -0.8334 -0.7419 -1.8115  0.12
H5 0.9367 1.5637 -1.5554  0.11
H6 2.0755 -1.2854 -1.2792  0.10
C6 1.0017 1.9093 0.9834  -0.06
H7 1.5558 2.7568 0.5742  0.04
H8 1.1692 1.7742 2.0438  0.03
H9 -0.0670 2.0372 0.7743  0.04
H10 1.3846 1.0062 0.5229  -0.01

As for the HOMO-LUMO gap: 10.08 eV. The LUMO energy comes out at 0.970 eV. The SMILES is O=CCC1C=C1.C. The energy above the lowest of the compared OMol25 structures with the same formula, charge and spin comes out at 329.55 kJ/mol.



# 7
Below is the molecule C6H10O, with properties calculated with the ωB97M-V functional and the def2-TZVPD basis.

Last column: Löwdin charge in e.
Cartesian coordinates (Å):
C1 0.7009 0.6470 -1.7520  -0.11
C2 -0.6333 -0.0776 -1.5939  -0.25
C3 -0.7735 -0.8911 -0.2680  -0.27
C4 -1.2269 0.1121 0.7277  0.07
C5 -0.1485 0.5924 1.6546  -0.20
C6 0.6463 -0.4524 2.4287  -0.24
O1 1.3025 -1.3364 1.9345  0.04
H1 1.5414 -0.0489 -1.6552  0.08
H2 0.8404 1.4459 -1.0145  0.06
H3 0.7625 1.1178 -2.7388  0.07
H4 -0.7546 -0.7838 -2.4215  0.11
H5 -1.5867 -1.6095 -0.4307  0.11
H6 0.1610 -1.4329 -0.0665  0.10
H7 -1.4642 0.6342 -1.6626  0.10
H8 -0.5194 1.3522 2.3506  0.09
H9 0.5747 1.0789 0.9761  0.12
H10 0.5773 -0.3479 3.5317  0.12

As for the HOMO-LUMO gap: 8.05 eV. The LUMO energy comes out at -0.179 eV. The energy above the lowest of the compared OMol25 structures with the same formula, charge and spin comes out at 359.18 kJ/mol.



# 8
Below is the molecule C6H10O, with properties calculated with the ωB97M-V functional and the def2-TZVPD basis.

Last column: Löwdin charge in e.
Cartesian coordinates (Å):
C1 -1.6117 -0.7088 -0.0636  -0.12
C2 -1.4622 0.8548 -0.2823  -0.12
C3 0.0314 0.5689 -0.4317  -0.31
C4 1.4066 1.1162 0.2243  -0.09
O1 2.2493 -0.0428 -0.3256  -0.15
C5 1.2158 -1.2082 -0.1807  -0.14
C6 -0.1511 -0.7542 0.2625  -0.30
H1 -2.1524 -1.4315 -0.7986  0.13
H2 -2.4014 -0.6555 0.9846  0.17
H3 -1.5182 1.3743 0.6876  0.11
H4 -2.0548 1.3715 -0.9943  0.09
H5 0.2397 0.3341 -1.3638  0.09
H6 1.2121 1.3452 1.3670  0.13
H7 1.9035 2.1209 -0.1498  0.13
H8 1.3139 -1.8612 -0.9431  0.07
H9 1.6405 -1.9488 0.6435  0.14
H10 0.1392 -0.4748 1.3639  0.17

As for the HOMO-LUMO gap: 10.34 eV. The LUMO energy comes out at 0.995 eV. The SMILES is C1C[C@H]2COC[C@H]12. The energy above the lowest of the compared OMol25 structures with the same formula, charge and spin comes out at 519.39 kJ/mol.



# 9
Below is the molecule C6H10O, with properties calculated with the ωB97M-V functional and the def2-TZVPD basis.

Last column: Löwdin charge in e.
Cartesian coordinates (Å):
C1 -0.9786 -1.2576 -1.1294  0.00
C2 -0.4577 -0.1456 -0.2638  -0.55
C3 0.1801 1.0999 -0.8601  -0.09
C4 1.3753 0.9434 0.1194  -0.10
C5 0.7360 -0.3563 0.6926  -0.20
C6 -0.2741 -0.1170 1.7993  -0.02
O1 -1.3515 0.3397 0.7447  -0.12
H1 -1.8763 -0.9271 -1.6569  0.09
H2 -0.2123 -1.5326 -1.8642  0.09
H3 -1.2233 -2.1512 -0.5411  0.09
H4 0.4191 1.0020 -1.9173  0.11
H5 -0.4554 1.9736 -0.6897  0.12
H6 1.5167 1.7608 0.8354  0.11
H7 2.3278 0.7806 -0.3974  0.10
H8 1.3673 -1.2504 0.6847  0.14
H9 0.0204 0.6313 2.5565  0.12
H10 -1.1136 -0.7933 1.8873  0.12

As for the HOMO-LUMO gap: 10.00 eV. The LUMO energy comes out at 1.048 eV. The SMILES is C[C@]12CC[C@H]1CO2. The energy above the lowest of the compared OMol25 structures with the same formula, charge and spin comes out at 263.54 kJ/mol.



# 10
Below is the molecule C6H10O, with properties calculated with the ωB97M-V functional and the def2-TZVPD basis.

Last column: Löwdin charge in e.
Cartesian coordinates (Å):
C1 -2.0039 0.1752 -0.4670  -0.05
C2 -0.8427 0.2994 0.5116  -0.39
C3 -0.0603 -1.0297 0.6476  -0.14
C4 1.0185 -1.1409 -0.3978  -0.10
C5 1.7541 -0.0578 -0.6348  -0.07
C6 1.3629 1.1940 0.1086  -0.20
O1 -0.0407 1.3872 0.0626  -0.12
H1 -2.7639 -0.5111 -0.0761  0.08
H2 -1.6496 -0.2047 -1.4328  0.09
H3 -2.4676 1.1537 -0.6300  0.08
H4 -1.2332 0.5622 1.5066  0.14
H5 -0.7671 -1.8670 0.6018  0.11
H6 0.4192 -1.0661 1.6367  0.12
H7 1.1867 -2.0851 -0.9091  0.10
H8 2.5765 -0.0459 -1.3489  0.10
H9 1.7074 1.1478 1.1592  0.13
H10 1.8037 2.0887 -0.3382  0.12

As for the HOMO-LUMO gap: 10.56 eV. The LUMO energy comes out at 1.119 eV. The SMILES is C[C@H]1CC=CCO1. The energy above the lowest of the compared OMol25 structures with the same formula, charge and spin comes out at 53.37 kJ/mol.